Entry 1:
A 2-piece molecular cluster, C2H4BrNO2 overall in a non-equilibrium geometry. Source: the OMol25 dataset; level of theory: wB97M-V/def2-TZVPD.

```
10
C2H4BrNO2 (wB97M-V/def2-TZVPD)
C 1.4583 -2.2151 1.3995
C -0.3401 0.7074 -0.3851
N 1.0005 -1.7939 0.1665
O 2.6229 -2.2402 1.7191
O -0.5822 -0.2575 0.4897
Br 2.0713 -1.1309 -1.0049
H 0.6007 -2.5478 2.1326
H -0.0130 0.3694 -1.4712
H 0.2902 1.5573 -0.2376
H -1.3191 1.0614 -0.9392
```

The total energy comes out at -77760.213 eV. Its multiplicity is 1. For the frontier orbital gap (alpha / beta), the calculation gives 6.81 / 6.82 eV. The value obtained for the molecular weight is 154.0 g/mol.

Mulliken atomic charge list, values in e, 2 entries:
1. C 0.26
2. C -0.51

---

Entry 2:
A 2-piece molecular cluster, C2H4BrNO2 overall in a non-equilibrium geometry. Source: the OMol25 dataset; level of theory: wB97M-V/def2-TZVPD.

```
10
C2H4BrNO2 (wB97M-V/def2-TZVPD)
C 0.3593 -1.4922 0.3039
C -0.3161 -0.1016 0.1795
N 0.1088 0.9915 0.8466
O -0.3643 -2.5064 -0.1717
O 1.4880 -1.4969 0.6717
Br -2.2669 -0.1011 0.1685
H 0.2261 -0.0637 -1.5816
H -1.2995 -2.4522 -0.1567
H -0.4596 1.7628 0.6352
H 1.1742 1.2521 0.8059
```

The total energy comes out at -77763.568 eV. Its multiplicity is 1. For the frontier orbital gap, the calculation gives 8.75 eV. The value obtained for the molecular weight is 154.0 g/mol.

Mulliken atomic charge list, values in e, 2 entries:
1. C 0.43
2. C 0.24

---

Entry 3:
One molecule with the formula C2H4BrNOS in a non-equilibrium geometry. Source: the OMol25 dataset; level of theory: wB97M-V/def2-TZVPD.

```
10
C2H4BrNOS (wB97M-V/def2-TZVPD)
C 1.0448 -0.3902 0.0392
C -0.3992 -0.1836 -0.8132
N 0.9872 0.1821 1.2232
O 1.8606 -1.1298 -0.3884
S -1.9858 -0.4420 0.2092
Br -0.2512 1.6276 -1.2961
H -0.4524 -0.8492 -1.7378
H -0.0159 0.6288 1.4734
H 1.8612 0.4216 1.8032
H -2.8796 -1.0195 -0.5614
```

The total energy comes out at -86553.239 eV. Its multiplicity is 1. For the frontier orbital gap, the calculation gives 10.06 eV. The structure (SMILES) is NC(=O)[C@@H](S)Br. The value obtained for the molecular weight is 170.0 g/mol.

Mulliken atomic charge list, values in e, 2 entries:
1. C 0.63
2. C -0.47

---

Entry 4:
C2H4CaO2 as an isolated structure in a non-equilibrium geometry. Source: the OMol25 dataset; level of theory: wB97M-V/def2-TZVPD.

```
9
C2H4CaO2 (wB97M-V/def2-TZVPD)
O 0.5913 0.6567 1.0233
H 0.9385 0.8762 1.9038
O -0.3162 0.0726 -1.2716
Ca -0.3571 -1.4087 0.3844
H -0.5934 -0.0714 -2.1862
C 0.0619 1.4378 -1.0661
C 0.6133 1.7310 0.2380
H 1.0899 1.7547 -1.5288
H -0.7414 2.1535 -1.2992
```

As for the total charge: +2. The total energy comes out at -24652.988 eV. Its multiplicity is 1. For the frontier orbital gap, the calculation gives 7.74 eV. The value obtained for the molecular weight is 100.1 g/mol.

Mulliken atomic charge list, values in e, 2 entries:
1. O -0.43
2. H 0.44

---

> Number 3 is which compound?

C2H4BrNOS